# 1
Formula: C5H22N2O6
Source: OMol25
Level of theory: wB97M-V/def2-TZVPD

```
35
Properties=species:S:1:pos:R:3:lowdin_charge:R:1
C 1.474 1.168 0.972 -0.08
N 0.744 1.454 -0.363 -0.11
C 0.872 0.364 -1.431 -0.20
C 0.134 -0.983 -1.278 -0.15
C -1.362 -0.722 -1.275 -0.33
N -1.935 -0.110 -0.044 0.07
C -2.175 -2.066 -1.311 -0.17
O -1.638 -3.056 -1.799 0.01
H 1.606 2.093 1.484 0.06
H 2.463 0.842 0.629 0.05
H 0.917 0.430 1.620 0.06
H -0.222 1.727 -0.231 0.02
H 0.547 0.989 -2.367 0.13
H 1.964 0.474 -1.649 0.11
H 0.230 -1.558 -0.403 0.07
H 0.378 -1.605 -2.150 0.13
H -1.405 -0.143 -2.113 0.10
H -2.220 0.801 -0.236 0.02
H -1.548 -0.383 0.886 0.07
H -3.057 -2.266 -0.688 0.11
O -0.232 -1.241 2.249 -0.07
H -0.533 -2.055 2.728 0.09
H -0.088 -1.620 1.383 0.01
O 3.830 -0.929 -0.030 -0.08
H 4.259 -0.725 0.862 0.08
H 4.337 -1.693 -0.196 0.02
O 2.932 -1.204 2.173 -0.12
H 2.383 -0.964 1.439 -0.03
H 2.411 -1.394 3.028 0.10
O -1.806 3.537 -1.156 -0.07
H -1.784 2.946 -1.902 0.03
H -0.976 4.098 -1.216 0.10
O -1.923 2.613 1.666 -0.10
H -2.271 2.946 0.763 0.04
H -2.012 3.324 2.307 0.03
```

Values from the calculation:
SMILES	CNCC[C@H](N)C=O.O.O.O.O.O
multiplicity	1
energy relative to the best compared isomer or geometry (same formula, charge and spin)	118.5	kcal per mole

=====

# 2
Formula: C3H14NO4
Source: OMol25
Level of theory: wB97M-V/def2-TZVPD

```
22
Properties=species:S:1:pos:R:3:lowdin_charge:R:1
C -1.105 0.652 -1.431 -0.28
O -0.221 1.704 -1.227 -0.18
C -1.807 0.101 -0.125 -0.42
C -1.352 -1.344 0.162 -0.08
N -1.527 0.916 1.056 0.02
H -0.592 -0.179 -1.937 0.10
H -1.900 1.015 -2.096 0.09
H -2.893 0.083 -0.257 0.11
H -0.281 -1.415 -0.027 0.05
H -1.508 -1.557 1.219 0.07
H -1.846 -2.044 -0.509 0.07
H -0.634 0.635 1.450 0.04
H -1.402 1.875 0.754 0.06
H 1.916 1.971 0.143 -0.03
H 0.669 1.389 -0.703 0.01
O 1.984 1.076 -0.208 -0.38
H 1.870 -0.811 -0.491 -0.02
H 3.273 -1.299 -0.467 0.02
O 2.382 -1.638 -0.535 -0.10
H 1.753 0.256 1.293 -0.02
H 1.682 -1.141 1.793 0.01
O 1.538 -0.244 2.141 -0.14
```

Values from the calculation:
multiplicity	1
energy relative to the best compared isomer or geometry (same formula, charge and spin)	9.9	kcal per mole
charge	-1

=====

# 3
Formula: C18H32NO4
Source: OMol25
Level of theory: wB97M-V/def2-TZVPD

```
55
Properties=species:S:1:pos:R:3:lowdin_charge:R:1
C 4.203 2.629 2.151 0.00
C 3.684 3.918 1.642 -0.11
C 2.579 4.191 0.937 -0.10
C 1.502 3.265 0.490 -0.09
C 0.550 2.943 1.679 -0.23
O -0.744 3.481 1.467 -0.06
C 2.566 5.634 0.648 -0.39
O 1.747 6.271 0.090 0.20
O 3.686 6.204 1.234 0.16
C 4.378 5.219 1.879 -0.40
O 5.353 5.405 2.537 0.19
H 4.962 2.802 2.910 0.09
H 4.670 2.050 1.354 0.10
H 3.401 2.038 2.587 0.08
H 1.931 2.354 0.075 0.11
H 0.877 3.719 -0.273 0.12
H 0.984 3.363 2.586 0.12
H 0.467 1.868 1.842 0.10
H -0.833 4.283 1.990 0.10
C -4.280 -3.041 -1.392 -0.09
C -3.022 -3.885 -1.596 -0.25
C -2.059 -3.936 -0.408 -0.17
C -1.327 -2.696 0.112 -0.09
N -0.549 -1.844 -0.862 -0.20
C 0.434 -0.999 -0.090 -0.11
C 1.623 -1.903 0.171 -0.14
C 1.732 -2.741 -1.110 -0.11
C 0.331 -2.718 -1.742 -0.07
C -1.407 -0.935 -1.710 -0.11
C -1.997 0.314 -1.048 -0.20
C -2.805 0.220 0.249 -0.09
H -4.100 -1.971 -1.496 0.05
H -5.030 -3.301 -2.137 0.08
H -4.717 -3.216 -0.408 0.09
H -2.502 -3.595 -2.514 0.10
H -3.338 -4.915 -1.766 0.12
H -1.322 -4.719 -0.602 0.11
H -2.619 -4.302 0.456 0.13
H -0.590 -3.053 0.831 0.13
H -1.991 -2.032 0.655 0.11
H 0.712 -0.167 -0.734 0.14
H -0.049 -0.630 0.811 0.13
H 1.448 -2.536 1.040 0.11
H 2.524 -1.329 0.372 0.12
H 2.066 -3.754 -0.900 0.12
H 2.453 -2.307 -1.800 0.12
H -0.117 -3.700 -1.825 0.11
H 0.349 -2.270 -2.730 0.13
H -2.164 -1.550 -2.184 0.11
H -0.748 -0.585 -2.503 0.13
H -2.643 0.745 -1.816 0.13
H -1.201 1.048 -0.902 0.10
H -3.550 -0.575 0.230 0.06
H -3.340 1.156 0.400 0.09
H -2.169 0.085 1.124 0.07
```

Values from the calculation:
multiplicity	1
charge	+1

=====

# 4
Formula: C12H21N2O2
Source: OMol25
Level of theory: wB97M-V/def2-TZVPD

```
37
Properties=species:S:1:pos:R:3:lowdin_charge:R:1
C 0.195 1.612 -1.889 0.02
N 0.828 1.202 -0.626 -0.09
C 2.261 1.285 -0.493 -0.23
C 3.050 0.128 -0.359 0.00
C 4.445 0.231 -0.461 -0.05
C 5.060 1.484 -0.572 -0.05
C 4.269 2.638 -0.616 -0.05
C 2.876 2.542 -0.599 -0.01
C 0.015 0.868 0.357 0.20
H 0.982 1.735 -2.639 0.11
H -0.529 0.836 -2.184 0.11
H -0.352 2.562 -1.785 0.11
H 2.572 -0.849 -0.228 0.12
H 5.063 -0.668 -0.459 0.12
H 6.148 1.562 -0.630 0.12
H 4.732 3.623 -0.673 0.12
H 2.253 3.440 -0.652 0.13
H 0.475 0.668 1.323 0.13
H -1.059 0.969 0.199 0.09
O -4.313 -1.732 -0.578 -0.07
C -4.180 -0.326 -0.345 -0.24
C -3.225 -0.172 0.817 -0.21
N -2.021 -0.952 0.549 -0.09
C -1.314 -1.424 1.742 -0.22
C -0.464 -2.607 1.356 -0.23
O -1.353 -3.546 0.727 -0.06
H -5.154 -1.916 -1.037 0.11
H -3.764 0.169 -1.233 0.12
H -5.143 0.118 -0.065 0.13
H -2.915 0.870 0.942 0.11
H -3.741 -0.523 1.724 0.13
H -2.279 -1.761 -0.006 0.09
H -0.702 -0.599 2.100 0.08
H -2.013 -1.728 2.537 0.13
H 0.312 -2.282 0.644 0.11
H -0.013 -3.017 2.272 0.13
H -1.000 -4.443 0.840 0.10
```

Values from the calculation:
multiplicity	1
energy relative to the best compared isomer or geometry (same formula, charge and spin)	6.5	kcal per mole
charge	+1

=====

# 5
Formula: C50H43F3MoN5O4Sb
Source: OMol25
Level of theory: wB97M-V/def2-TZVPD

```
107
Properties=species:S:1:pos:R:3:lowdin_charge:R:1
Mo -0.056 0.710 0.002 1.56
C 4.983 0.768 4.803 0.05
C 4.026 -0.310 4.358 -0.51
C 4.199 -1.624 5.073 0.05
O 2.670 0.144 4.525 0.02
C 2.079 0.471 3.300 -0.19
C 2.983 -0.206 2.242 -0.19
O 4.158 -0.523 2.935 0.02
C 3.576 0.595 1.062 -0.01
O 1.547 1.002 -0.163 -0.39
C 4.263 -0.151 0.093 -0.17
C 4.882 0.532 -0.996 0.02
C 5.570 -0.162 -1.960 -0.01
C 5.674 -1.552 -1.866 0.03
C 5.079 -2.251 -0.811 -0.01
C 4.370 -1.574 0.148 0.04
C 4.023 1.966 1.333 -0.20
C 5.399 2.153 1.527 0.00
C 5.891 3.392 1.911 -0.02
C 5.026 4.460 2.088 -0.02
C 3.659 4.290 1.882 -0.04
C 3.159 3.056 1.511 -0.04
C 0.660 -0.083 3.527 -0.03
O -0.215 0.479 1.632 -0.40
C 0.517 -1.555 3.510 -0.20
C 0.556 -2.176 4.765 0.00
C 0.524 -3.560 4.865 -0.02
C 0.424 -4.342 3.725 -0.02
C 0.368 -3.735 2.475 -0.04
C 0.421 -2.356 2.366 -0.05
C -0.173 0.643 4.412 -0.19
C -1.476 0.152 4.684 0.01
C -2.310 0.826 5.544 -0.02
C -1.862 1.994 6.166 0.01
C -0.585 2.495 5.915 -0.02
C 0.252 1.842 5.039 0.04
H 4.924 0.890 5.884 0.11
H 4.739 1.718 4.325 0.09
H 6.003 0.485 4.545 0.11
H 4.029 -1.487 6.140 0.11
H 5.216 -1.989 4.932 0.11
H 3.496 -2.361 4.685 0.09
H 2.045 1.552 3.147 0.13
H 2.491 -1.108 1.870 0.12
H 4.827 1.611 -1.043 0.13
H 6.051 0.362 -2.774 0.13
H 6.236 -2.095 -2.615 0.14
H 5.196 -3.324 -0.743 0.13
H 3.961 -2.129 0.979 0.12
H 6.076 1.317 1.410 0.14
H 6.954 3.517 2.071 0.13
H 5.413 5.426 2.387 0.13
H 2.983 5.123 2.024 0.11
H 2.090 2.940 1.372 0.08
H 0.633 -1.573 5.660 0.14
H 0.567 -4.022 5.842 0.13
H 0.384 -5.420 3.807 0.13
H 0.286 -4.343 1.584 0.12
H 0.384 -1.917 1.377 0.08
H -1.800 -0.777 4.232 0.13
H -3.295 0.437 5.766 0.13
H -2.509 2.507 6.866 0.13
H -0.243 3.384 6.428 0.13
H 1.254 2.219 4.896 0.12
F 0.826 8.706 1.620 0.15
C 0.469 7.514 1.193 -0.24
C 1.275 6.873 0.259 0.03
C 0.902 5.621 -0.190 -0.12
C -0.276 5.050 0.296 -0.39
C -1.076 5.700 1.236 -0.10
C -0.700 6.950 1.690 0.04
Sb -1.039 3.323 -0.564 1.66
C -0.465 2.833 -2.527 -0.42
C -1.436 2.637 -3.515 -0.11
C -1.052 2.394 -4.820 0.04
C 0.306 2.335 -5.113 -0.25
F 0.677 2.098 -6.353 0.15
C 1.287 2.509 -4.145 0.04
C 0.898 2.763 -2.843 -0.14
C -3.050 2.999 -0.086 -0.41
C -3.329 2.512 1.193 -0.15
C -4.644 2.394 1.606 0.03
C -5.654 2.774 0.732 -0.25
F -6.906 2.658 1.127 0.14
C -5.394 3.276 -0.535 0.05
C -4.078 3.393 -0.946 -0.09
H 2.166 7.368 -0.105 0.14
H 1.517 5.119 -0.926 0.10
H -1.994 5.255 1.603 0.11
H -1.296 7.501 2.405 0.14
H -2.493 2.685 -3.284 0.10
H -1.775 2.266 -5.615 0.15
H 2.329 2.459 -4.430 0.14
H 1.658 2.913 -2.085 0.09
H -2.535 2.235 1.880 0.09
H -4.902 2.039 2.595 0.13
H -6.216 3.582 -1.168 0.15
H -3.876 3.821 -1.920 0.11
N -4.246 -1.612 -0.987 0.21
N -2.974 -1.351 -1.336 -0.23
N -2.470 -1.782 -2.476 0.20
C -1.258 -1.262 -2.489 -0.09
N -1.069 -0.530 -1.379 -0.15
N -2.190 -0.604 -0.637 0.06
H -4.643 -2.371 -1.530 0.15
H -4.404 -1.607 0.011 0.14
H -0.538 -1.407 -3.278 0.15
```

Values from the calculation:
multiplicity	1
energy relative to the best compared isomer or geometry (same formula, charge and spin)	35.3	kcal per mole
charge	+4

=====

# 6
Formula: C2H4ClNS
Source: OMol25
Level of theory: wB97M-V/def2-TZVPD

```
9
Properties=species:S:1:pos:R:3:lowdin_charge:R:1
S -2.025 -0.578 0.050 0.72
N -1.306 0.925 -0.311 -0.36
C -0.059 1.073 -0.018 -0.37
C 0.812 0.157 0.764 -0.56
Cl 2.246 -0.353 -0.262 0.52
H -2.823 -0.566 -1.048 -0.13
H 0.339 2.009 -0.341 0.10
H 1.147 0.578 1.747 0.10
H 0.182 -0.621 1.006 -0.03
```

Values from the calculation:
SMILES	S/N=C\CCl
multiplicity	1
energy relative to the best compared isomer or geometry (same formula, charge and spin)	29.6	kcal per mole

=====

no.,HOMO level (eV),electronic energy (Eh)
1,-8.24,-764.53778
2,-5.03,-478.45730
3,-12.48,-1060.55048
4,-12.26,-729.54251
5,-18.45,-3112.32568
6,-9.23,-991.69293